{"formula": "C4H6OS", "method": "ωB97M-V with the def2-TZVPD basis set", "elements": ["C", "C", "C", "C", "O", "S", "H", "H", "H", "H", "H", "H"], "positions_angstrom": [[-1.717, -1.123, -0.045], [1.663, -1.119, -0.058], [-2.623, 0.018, -0.033], [2.618, -0.016, -0.011], [-0.044, 0.996, 0.264], [-0.019, -0.477, 0.137], [-2.470, 0.675, 0.827], [-3.653, -0.335, -0.065], [-2.416, 0.647, -0.904], [2.233, 0.916, 0.406], [2.927, 0.177, -1.044], [3.502, -0.357, 0.527]], "nbo_charge": [-0.027, -0.057, -0.812, -0.810, -1.005, 1.111, 0.277, 0.241, 0.280, 0.253, 0.287, 0.261], "homo_lumo_gap_ha": [0.2662, 0.2662], "e_above_lowest_kj_mol": 815.5, "fmax_ev_per_a": 2.7, "lumo_energy_ev": [-1.92, -1.92], "multiplicity": 1, "total_charge": 0}